No. 1
{
  "formula": "C2H9N3O",
  "method": "the ωB97M-V functional and the def2-TZVPD basis",
  "molar_mass_g_mol": 91.11,
  "total_energy_ev": -8737.5290,
  "smiles": "NC=O.NCN",
  "largest_force_ha_per_bohr": 0.0270,
  "orbital_gap_ha": 0.35610,
  "e_above_lowest_kcal_mol": 21.00,
  "elements": ["N", "C", "O", "H", "H", "H", "N", "C", "N", "H", "H", "H", "H", "H", "H"],
  "positions_angstrom": [[-3.654892, 0.108282, -1.673513], [-4.954663, 0.055772, -1.257623], [-5.359950, 0.241950, -0.142499], [-2.902994, 0.235231, -1.019532], [-3.540462, 0.209144, -2.665414], [-5.615704, -0.216577, -2.103724], [1.908353, 0.000168, 1.637393], [2.844650, 0.052351, 0.519420], [4.215663, -0.322588, 0.871576], [1.670024, 0.908671, 2.001813], [1.061067, -0.496511, 1.460223], [2.483360, -0.663833, -0.216552], [2.939190, 1.058983, 0.105629], [4.508140, 0.131444, 1.717174], [4.398216, -1.302488, 0.765629]],
  "atomic_forces_ev_per_a": [[-0.7, -0.1, 0.0], [0.2, -0.1, -0.4], [0.0, -0.1, 0.4], [0.0, 0.3, -0.1], [0.5, -0.1, 0.0], [-0.1, 0.2, 0.1], [0.4, 0.4, 0.3], [0.6, -0.4, 0.5], [-0.7, 0.5, -1.1], [0.0, 0.1, 0.0], [-0.3, -0.3, -0.2], [0.2, 0.3, -0.3], [-0.5, 0.0, -0.2], [0.2, -0.5, 0.3], [0.1, -0.1, 0.7]],
  "mulliken_charge": [-0.3312, 0.1440, -0.5180, 0.2177, 0.2225, 0.2646, -0.5572, -0.3062, -0.5399, 0.2232, 0.2183, 0.3210, 0.2388, 0.1912, 0.2113]
}

No. 2
{
  "formula": "C2H9N3O",
  "method": "the ωB97M-V functional and the def2-TZVPD basis",
  "molar_mass_g_mol": 91.11,
  "total_energy_ev": -8737.3505,
  "smiles": "[H]/N=C(/N)NC.O",
  "largest_force_ha_per_bohr": 0.0238,
  "orbital_gap_ha": 0.34425,
  "e_above_lowest_kcal_mol": 25.12,
  "elements": ["H", "N", "C", "N", "N", "C", "H", "H", "H", "H", "H", "H", "O", "H", "H"],
  "positions_angstrom": [[1.145155, -2.075488, 0.970772], [1.019515, -1.078954, 1.104812], [0.250787, -0.567987, 0.217195], [-0.199228, 0.721950, 0.439052], [-0.093413, -1.071432, -1.049865], [-1.496512, -1.014064, -1.460586], [0.521101, 1.345033, 0.842281], [-0.713512, 1.206683, -0.276824], [0.297137, -1.991812, -1.165814], [-2.181880, -0.372727, -0.909942], [-1.548076, -0.594429, -2.466446], [-1.932962, -2.010443, -1.398850], [1.432076, 2.488703, 1.403556], [1.109976, 2.443428, 2.313529], [2.389831, 2.571546, 1.437125]],
  "atomic_forces_ev_per_a": [[0.3, 0.0, -0.3], [-0.4, -0.4, -0.1], [0.2, 1.2, -0.2], [-0.1, 0.3, 0.2], [-0.3, -0.2, 1.2], [-0.2, 0.0, -0.7], [-0.7, -0.9, -0.2], [0.1, -0.3, -0.4], [-0.1, -0.2, -0.1], [0.6, 0.1, 0.7], [-0.1, -0.5, -0.2], [-0.1, 0.0, -0.3], [0.4, 0.9, 0.5], [0.3, 0.0, -0.1], [0.0, -0.1, 0.1]],
  "mulliken_charge": [0.1887, -0.7165, 0.4824, -0.4568, -0.2894, -0.8483, 0.3484, 0.1974, 0.2364, 0.3458, 0.2775, 0.2826, -0.7002, 0.3271, 0.3249]
}

No. 3
{
  "formula": "C2H9N3O",
  "method": "the ωB97M-V functional and the def2-TZVPD basis",
  "molar_mass_g_mol": 91.11,
  "total_energy_ev": -8738.4397,
  "smiles": "NC(N)=O.CN",
  "largest_force_ha_per_bohr": 0.0433,
  "orbital_gap_ha": 0.39017,
  "e_above_lowest_kcal_mol": 0.00,
  "elements": ["N", "C", "N", "O", "H", "H", "H", "H", "C", "N", "H", "H", "H", "H", "H"],
  "positions_angstrom": [[-0.187059, 1.657034, 0.140323], [-1.247695, 1.219775, 0.896926], [-2.101583, 0.327062, 0.165117], [-1.353629, 1.412714, 2.117159], [0.217752, 1.060066, -0.577245], [0.400782, 2.328969, 0.618854], [-2.988984, 0.278080, 0.657795], [-2.250971, 0.691242, -0.773816], [1.443127, -1.368952, 0.113315], [1.185253, -0.759864, -1.244478], [1.322685, -2.436230, 0.067702], [0.846022, -0.916532, 0.889816], [2.476084, -1.231200, 0.434507], [1.921238, -1.121115, -1.867042], [0.316979, -1.141049, -1.638933]],
  "atomic_forces_ev_per_a": [[-0.5, 0.6, 0.4], [0.5, -1.4, 1.2], [0.2, 1.4, 0.6], [-0.3, 0.1, -2.2], [0.0, 0.1, 0.1], [0.0, -0.5, -0.2], [0.2, -0.3, -0.1], [0.0, -0.2, 0.2], [0.3, 0.3, -1.0], [0.4, -0.6, 0.4], [-0.4, -0.6, 0.3], [-0.5, 0.0, 0.0], [0.1, 0.4, -0.4], [-0.4, 0.4, 0.3], [0.4, 0.1, 0.4]],
  "mulliken_charge": [-0.3760, 0.4774, -0.4793, -0.6188, 0.2767, 0.2331, 0.2610, 0.2574, -0.6715, -0.6191, 0.3072, 0.2055, 0.2884, 0.2501, 0.2079]
}

No. 4
{
  "formula": "C2H9N4",
  "method": "the ωB97M-V functional and the def2-TZVPD basis",
  "molar_mass_g_mol": 89.12,
  "total_charge": 1,
  "total_energy_ev": -8174.4365,
  "largest_force_ha_per_bohr": 0.0790,
  "orbital_gap_ha": 0.36851,
  "e_above_lowest_kcal_mol": 8.99,
  "elements": ["N", "C", "N", "H", "H", "H", "H", "H", "N", "C", "N", "H", "H", "H", "H"],
  "positions_angstrom": [[1.264544, -0.508049, 0.657646], [1.547880, -1.033218, -0.494803], [2.762205, -1.315105, -0.936711], [2.002921, -0.094797, 1.253750], [0.226809, -0.354543, 0.854419], [0.719431, -1.103711, -1.215276], [2.917696, -1.419852, -1.938028], [3.526916, -1.002204, -0.348599], [-2.104065, 1.449305, -0.676704], [-2.361959, 0.820698, 0.516254], [-1.411997, 0.217945, 1.238811], [-1.108674, 1.641140, -0.691923], [-2.675810, 2.085469, -1.131409], [-3.424141, 0.828799, 0.822495], [-1.881750, -0.211874, 2.090081]],
  "atomic_forces_ev_per_a": [[0.0, 0.1, 0.1], [-0.2, 0.8, -0.9], [-0.2, 0.5, 0.1], [-0.8, -0.7, -0.3], [0.4, 0.5, 0.4], [0.3, -0.6, 0.5], [0.0, -0.1, 0.5], [0.2, -0.4, -0.4], [2.6, -2.0, 2.4], [0.7, -0.8, 0.9], [-2.9, 0.6, -0.6], [-0.2, 0.2, -0.7], [-1.5, 1.1, -0.5], [0.6, -0.1, -0.1], [0.9, 0.7, -1.4]],
  "mulliken_charge": [-0.2656, 0.2763, -0.3471, 0.2403, 0.3447, 0.3027, 0.2765, 0.2383, -0.3826, 0.0523, -0.6954, 0.2154, 0.2457, 0.3243, 0.1741]
}